No. 1
Density functional theory data (ωB97M-V with the def2-TZVPD basis set) for 8 unconnected molecules or ions with the total composition C27H51N3O5.

Last columns: bonded neighbours and bond lengths (Å).
CARTESIAN COORDINATES (ANGSTROEM)
1 C 5.170 -4.164 -2.532  C2 1.483, H5 1.087, H6 1.070, H7 1.112
2 C 4.831 -4.988 -1.346  C1 1.483, C3 1.531, O4 1.222
3 C 4.251 -4.419 -0.049  C2 1.531, H8 1.130, H9 1.080, H10 1.073
4 O 4.989 -6.197 -1.431  C2 1.222
5 H 5.716 -3.294 -2.178  C1 1.087
6 H 4.286 -3.778 -2.995  C1 1.070
7 H 5.679 -4.705 -3.360  C1 1.112
8 H 4.532 -5.149 0.766  C3 1.130
9 H 3.180 -4.299 -0.128  C3 1.080
10 H 4.669 -3.475 0.243  C3 1.073
11 C -0.328 -6.040 -1.042  C12 1.510, H15 1.038, H16 1.152, H17 1.087
12 C 0.003 -4.663 -1.567  C11 1.510, C13 1.497, O14 1.231
13 C -0.575 -4.253 -2.886  C12 1.497, H18 1.180, H19 1.081, H20 1.149
14 O 0.775 -3.937 -0.940  C12 1.231
15 H -0.068 -6.087 -0.038  C11 1.038
16 H 0.495 -6.658 -1.559  C11 1.152
17 H -1.291 -6.414 -1.381  C11 1.087
18 H -0.152 -3.216 -3.259  C13 1.180
19 H -1.653 -4.326 -2.891  C13 1.081
20 H -0.350 -5.008 -3.723  C13 1.149
21 C 1.006 -1.618 1.981  C22 1.522, H25 1.069, H26 1.060, H27 1.115
22 C 1.451 -1.075 0.630  C21 1.522, C23 1.503, O24 1.200
23 C 0.381 -0.741 -0.370  C22 1.503, H28 1.066, H29 1.082, H30 1.116
24 O 2.625 -0.880 0.481  C22 1.200
25 H 0.322 -2.413 1.775  C21 1.069
26 H 0.435 -0.848 2.434  C21 1.060
27 H 1.831 -1.960 2.649  C21 1.115
28 H -0.278 -0.100 0.171  C23 1.066
29 H -0.128 -1.619 -0.746  C23 1.082
30 H 0.805 -0.089 -1.171  C23 1.116
31 C 1.244 3.254 -2.252  C32 1.536, H35 1.109, H36 1.150, H37 1.073
32 C 0.773 3.984 -3.518  C31 1.536, C33 1.498, O34 1.234
33 C 0.951 5.468 -3.624  C32 1.498, H38 1.046, H39 1.130, H40 1.093
34 O 0.253 3.329 -4.426  C32 1.234
35 H 1.498 3.973 -1.446  C31 1.109
36 H 2.222 2.684 -2.459  C31 1.150
37 H 0.560 2.543 -1.830  C31 1.073
38 H 1.907 5.715 -3.281  C33 1.046
39 H 0.107 5.983 -3.077  C33 1.130
40 H 0.841 5.673 -4.692  C33 1.093
41 C -3.449 3.885 -0.065  C42 1.503, H45 1.123, H46 1.171, H47 1.136
42 C -2.212 3.727 -0.905  C41 1.503, C43 1.529, O44 1.236
43 C -2.304 2.589 -1.922  C42 1.529, H48 1.122, H49 1.102, H50 1.113
44 O -1.204 4.436 -0.811  C42 1.236
45 H -3.859 2.853 0.099  C41 1.123
46 H -4.283 4.520 -0.588  C41 1.171
47 H -3.293 4.343 0.962  C41 1.136
48 H -1.873 1.626 -1.541  C43 1.122
49 H -1.672 2.784 -2.803  C43 1.102
50 H -3.361 2.365 -2.190  C43 1.113
51 C -2.039 1.098 5.278  C52 1.460, H56 1.099, H57 1.122, H58 1.052
52 C -1.899 2.479 4.825  C51 1.460, C53 1.575, H59 1.059, H60 1.056
53 C -1.109 2.705 3.482  C52 1.575, C54 1.493, H61 1.055, H62 1.048
54 C -1.594 1.777 2.417  C53 1.493, N55 1.161
55 N -1.844 0.985 1.606  C54 1.161
56 H -2.827 1.003 6.038  C51 1.099
57 H -1.113 0.652 5.729  C51 1.122
58 H -2.308 0.412 4.527  C51 1.052
59 H -1.454 3.152 5.511  C52 1.059
60 H -2.848 2.900 4.628  C52 1.056
61 H -0.085 2.505 3.641  C53 1.055
62 H -1.210 3.694 3.151  C53 1.048
63 C 2.719 2.456 1.249  C64 1.571, H68 1.093, H69 1.049, H70 1.087
64 C 4.025 1.655 1.595  C63 1.571, C65 1.555, H71 1.114, H72 1.060
65 C 3.924 0.546 2.679  C64 1.555, C66 1.461, H73 1.103, H74 1.094
66 C 2.926 0.816 3.711  C65 1.461, N67 1.143
67 N 2.091 1.139 4.421  C66 1.143
68 H 2.944 3.152 0.437  C63 1.093
69 H 2.352 3.013 2.058  C63 1.049
70 H 1.939 1.773 0.921  C63 1.087
71 H 4.802 2.387 1.915  C64 1.114
72 H 4.333 1.136 0.723  C64 1.060
73 H 4.865 0.244 3.169  C65 1.103
74 H 3.574 -0.360 2.175  C65 1.094
75 C -5.727 -0.286 -1.733  C76 1.544, H80 1.093, H81 1.133, H82 1.118
76 C -5.135 -0.653 -0.355  C75 1.544, C77 1.523, H83 1.144, H84 1.101
77 C -3.673 -1.074 -0.298  C76 1.523, C78 1.460, H85 1.104, H86 1.086
78 C -3.348 -2.228 -1.132  C77 1.460, N79 1.167
79 N -3.030 -3.126 -1.807  C78 1.167
80 H -5.821 -1.131 -2.419  C75 1.093
81 H -4.905 0.330 -2.210  C75 1.133
82 H -6.681 0.236 -1.476  C75 1.118
83 H -5.723 -1.424 0.251  C76 1.144
84 H -5.235 0.279 0.223  C76 1.101
85 H -3.261 -1.235 0.713  C77 1.104
86 H -3.081 -0.323 -0.813  C77 1.086

charge	0
lowest unoccupied orbital energy	0.478	eV
M	497.72	g/mol
electronic energy	-1599.75407	hartree

No. 2
Density functional theory data (ωB97M-V with the def2-TZVPD basis set) for 13 unconnected molecules or ions with the total composition F6H24O12P.

Last columns: bonded neighbours and bond lengths (Å).
CARTESIAN COORDINATES (ANGSTROEM)
1 P 0.010 -0.178 -0.200  F2 1.654, F3 1.611, F4 1.615, F5 1.653, F6 1.640, F7 1.568
2 F 0.837 -0.792 -1.494  P1 1.654
3 F -0.728 -1.585 0.068  P1 1.611
4 F 1.218 -0.612 0.780  P1 1.615
5 F -0.801 0.642 0.984  P1 1.653
6 F 0.810 1.222 -0.500  P1 1.640
7 F -1.127 0.254 -1.189  P1 1.568
8 O -2.378 -3.414 -1.346  H9 0.943, H10 0.968
9 H -1.984 -2.717 -0.848  O8 0.943
10 H -3.301 -3.490 -1.065  O8 0.968
11 O 2.362 -1.884 -3.898  H12 0.955, H13 0.942
12 H 2.021 -1.806 -3.010  O11 0.955
13 H 2.614 -0.990 -4.052  O11 0.942
14 O 0.118 1.665 -3.524  H15 0.980, H16 0.952
15 H -0.388 1.979 -4.302  O14 0.980
16 H -0.513 1.136 -3.047  O14 0.952
17 O 3.123 1.380 -2.543  H18 0.967, H19 0.988
18 H 2.302 1.763 -2.883  O17 0.967
19 H 2.755 1.020 -1.700  O17 0.988
20 O -2.716 -2.198 2.199  H21 0.941, H22 0.956
21 H -2.804 -1.732 3.011  O20 0.941
22 H -1.777 -2.191 2.013  O20 0.956
23 O -1.700 0.338 3.651  H24 0.965, H25 0.972
24 H -0.811 0.154 3.980  O23 0.965
25 H -1.659 0.334 2.680  O23 0.972
26 O -0.561 -4.767 0.861  H27 0.988, H28 1.000
27 H -1.352 -4.447 0.362  O26 0.988
28 H 0.118 -4.059 0.669  O26 1.000
29 O -0.342 3.896 -0.119  H30 0.957, H31 0.975
30 H -0.236 2.945 -0.144  O29 0.957
31 H 0.443 4.301 -0.533  O29 0.975
32 O 1.325 0.129 4.077  H33 0.967, H34 0.993
33 H 1.434 -0.387 3.266  O32 0.967
34 H 1.558 1.044 3.770  O32 0.993
35 O 1.693 2.298 1.962  H36 0.963, H37 0.969
36 H 0.906 2.850 1.908  O35 0.963
37 H 1.430 1.603 1.340  O35 0.969
38 O -3.954 -1.084 -0.172  H39 0.992, H40 0.983
39 H -3.588 -1.430 0.683  O38 0.992
40 H -3.140 -0.794 -0.641  O38 0.983
41 O 2.824 3.583 -0.358  H42 0.991, H43 0.961
42 H 3.171 3.024 -1.100  O41 0.991
43 H 2.786 2.997 0.403  O41 0.961

charge	-1
lowest unoccupied orbital energy	2.580	eV
M	361.14	g/mol
electronic energy	-1858.21131	hartree